No. 1
The following is a quantum chemistry calculation of 2 unconnected molecules or ions with the total composition CHNO3 in a non-equilibrium geometry, from OMol25.

Values from the calculation:
**DFT total energy**: -8682.8709 eV
**SMILES**: O=C=O.N=O
**Energy relative to the best compared isomer or geometry (same formula, charge and spin)**: 0.813 eV
**Frontier orbital gap (alpha / beta)**: 8.954 / 8.952 eV
**LUMO energy (alpha / beta)**: -0.60 / -0.61 eV
**Highest occupied orbital energy (alpha / beta)**: -9.56 / -9.56 eV

Last column: natural (NBO) charge in e.
Cartesian coordinates (Å):
C 1.423 0.017 1.089  1.0253
N -1.258 0.119 -1.389  -0.0264
O 2.234 0.785 0.835  -0.5132
O 0.518 -0.629 1.405  -0.5083
O -0.616 -0.275 -0.432  -0.2469
H -2.301 -0.018 -1.508  0.2695

***

No. 2
The following is a quantum chemistry calculation of a molecular structure, C31H39N6OPS2 in a non-equilibrium geometry, from OMol25.

Values from the calculation:
**DFT total energy**: -74725.2440 eV
**Frontier orbital gap**: 7.570 eV
**LUMO energy**: -0.83 eV
**Highest occupied orbital energy**: -8.40 eV

Last column: Mulliken charge in e.
Cartesian coordinates (Å):
C 3.847 1.363 0.238  -0.7227
C 2.625 1.119 0.684  -1.1892
C 1.702 0.124 0.091  0.3532
C 1.741 -1.224 0.299  0.4516
P 2.988 -1.887 1.442  0.1980
S 2.126 -2.693 3.013  -0.4685
C 0.816 -2.152 -0.333  0.6766
C 0.998 -3.640 -0.177  -1.5828
C 0.057 -4.375 0.788  -0.3289
N 0.740 -5.543 1.355  -0.6869
C -0.175 -1.684 -1.126  0.3540
O -1.036 -2.516 -1.769  -0.6428
C -2.221 -2.911 -1.051  -0.5336
C -3.330 -1.863 -0.910  1.5963
C -4.621 -2.462 -1.489  -2.0473
C -3.573 -1.384 0.554  1.1896
C -4.583 -2.233 1.336  -1.7572
C -2.304 -1.207 1.390  -1.9574
C -0.253 -0.280 -1.370  0.5270
N -1.106 0.345 -2.177  -0.5296
S -0.762 1.910 -2.129  0.0774
N 0.477 1.884 -1.099  -0.5670
C 0.670 0.613 -0.765  0.8469
H 4.203 0.992 -0.716  0.2797
H 4.540 1.978 0.797  0.3448
H 2.243 1.688 1.526  0.3570
H 3.753 -0.818 1.885  0.0245
H 3.811 -2.760 0.718  0.1502
H 0.876 -4.074 -1.171  0.2977
H 2.009 -3.893 0.129  0.6265
H -0.798 -4.749 0.223  0.4827
H -0.331 -3.692 1.544  0.2754
H 1.118 -5.300 2.262  0.2944
H 0.065 -6.284 1.482  0.2756
H -2.604 -3.741 -1.641  0.2542
H -1.956 -3.324 -0.078  -0.2027
H -3.128 -0.990 -1.524  -0.3353
H -4.522 -2.578 -2.570  0.5107
H -4.812 -3.460 -1.095  0.4506
H -5.478 -1.821 -1.291  0.4011
H -4.012 -0.389 0.465  -0.1769
H -4.462 -3.302 1.158  0.3050
H -5.610 -1.956 1.108  0.3753
H -4.456 -2.065 2.405  0.4569
H -1.604 -0.488 0.967  0.1695
H -2.589 -0.820 2.369  0.6242
H -1.787 -2.146 1.589  0.5115
N -6.337 2.950 -0.766  -0.5880
C -6.631 3.088 -2.057  -0.1835
C -5.787 2.695 -3.085  -0.5500
C -4.566 2.129 -2.755  -0.1081
C -4.244 1.982 -1.416  0.3749
C -5.161 2.405 -0.465  -0.5307
H -7.594 3.536 -2.275  0.3468
H -6.082 2.829 -4.117  0.3660
H -3.878 1.806 -3.527  0.4269
H -3.307 1.541 -1.113  0.0109
H -4.946 2.302 0.594  0.4041
N 0.078 6.327 -2.841  -0.5587
C 0.782 5.229 -2.573  -0.4400
C 1.978 4.909 -3.197  -0.2705
C 2.471 5.778 -4.157  -0.3890
C 1.751 6.925 -4.448  -0.2971
C 0.566 7.152 -3.764  -0.2406
H 0.363 4.575 -1.820  0.7193
H 2.504 4.002 -2.933  0.3974
H 3.401 5.565 -4.669  0.3689
H 2.098 7.631 -5.190  0.3561
H -0.025 8.040 -3.962  0.3613
N 5.686 -1.759 4.024  -0.2838
C 5.252 -0.609 4.534  0.1061
C 6.058 0.268 5.244  -0.8454
C 7.388 -0.071 5.438  -0.0999
C 7.853 -1.267 4.915  -0.4633
C 6.965 -2.072 4.217  -0.2169
H 4.201 -0.389 4.368  0.3782
H 5.651 1.189 5.637  0.3563
H 8.050 0.585 5.988  0.3751
H 8.882 -1.572 5.044  0.3514
H 7.290 -3.014 3.791  0.3566

***

No. 3
The following is a quantum chemistry calculation of C4H11N3O in the gas phase in a non-equilibrium geometry, from OMol25.

Values from the calculation:
**DFT total energy**: -10839.7337 eV
**SMILES**: CN(N)/C=N\CCO
**Energy relative to the best compared isomer or geometry (same formula, charge and spin)**: 5.478 eV
**Frontier orbital gap**: 9.798 eV
**LUMO energy**: 0.67 eV
**Highest occupied orbital energy**: -9.13 eV

Last column: natural (NBO) charge in e.
Cartesian coordinates (Å):
C -1.245 -0.729 -1.121  -0.4328
C -0.582 0.485 0.985  0.3419
C 1.505 -0.233 0.375  -0.3114
C 2.275 0.528 -0.571  -0.0960
H -1.974 -0.041 -1.675  0.1891
H -0.001 -0.488 -1.290  0.2256
H -1.526 -1.882 -1.469  0.2088
H -3.268 0.100 0.397  0.3458
H -2.922 -1.590 0.941  0.3770
H -1.212 1.263 1.541  0.1670
H 0.974 -1.209 0.055  0.2016
H 2.082 -0.466 1.347  0.2288
H 3.316 0.132 -1.029  0.2011
H 1.584 0.919 -1.414  0.1578
H 1.723 1.825 0.682  0.4844
N -1.374 -0.446 0.287  -0.3371
N -2.618 -0.640 0.833  -0.6734
N 0.610 0.785 0.949  -0.5163
O 2.651 1.686 0.177  -0.7617

***

No. 4
The following is a quantum chemistry calculation of C18H18N2O5 in the gas phase, from OMol25.

Values from the calculation:
**DFT total energy**: -32177.3281 eV
**SMILES**: CNC(=O)NC(=O)COC(=O)c1ccccc1OCc1ccccc1
**Energy relative to the best compared isomer or geometry (same formula, charge and spin)**: 0.000 eV
**Frontier orbital gap**: 9.437 eV
**LUMO energy**: 0.48 eV
**Highest occupied orbital energy**: -8.95 eV

Last column: natural (NBO) charge in e.
Cartesian coordinates (Å):
C 4.724 -2.731 0.398  -0.4178
N 3.921 -1.735 -0.264  -0.6185
C 2.785 -1.269 0.262  0.7975
O 2.300 -1.610 1.320  -0.6683
N 2.118 -0.293 -0.517  -0.6684
C 2.450 0.182 -1.738  0.6742
O 3.421 -0.161 -2.383  -0.6204
C 1.477 1.218 -2.292  -0.1810
O 0.409 1.478 -1.403  -0.5107
C 0.250 2.746 -0.967  0.7899
O 0.905 3.671 -1.374  -0.5838
C -0.850 2.865 0.015  -0.1697
C -1.571 4.055 0.015  -0.1433
C -2.636 4.240 0.872  -0.2550
C -2.976 3.225 1.750  -0.1608
C -2.253 2.047 1.788  -0.3033
C -1.172 1.843 0.931  0.3434
O -0.348 0.772 0.959  -0.5140
C -0.688 -0.436 1.640  -0.1218
C -1.416 -1.384 0.718  0.0225
C -0.820 -2.587 0.360  -0.2397
C -1.463 -3.456 -0.503  -0.1955
C -2.702 -3.126 -1.027  -0.2135
C -3.296 -1.925 -0.682  -0.2052
C -2.658 -1.057 0.187  -0.2346
H -3.129 -0.120 0.445  0.2149
H -4.260 -1.660 -1.090  0.2132
H -3.202 -3.803 -1.704  0.2133
H -0.994 -4.391 -0.772  0.2123
H 0.149 -2.837 0.764  0.2320
H -1.268 -0.238 2.545  0.1847
H 0.273 -0.872 1.930  0.2460
H -2.540 1.290 2.500  0.2208
H -3.809 3.350 2.425  0.2175
H -3.197 5.161 0.856  0.2197
H -1.277 4.823 -0.685  0.2326
H 1.071 0.840 -3.236  0.2215
H 2.026 2.148 -2.496  0.2487
H 1.265 0.070 -0.094  0.4528
H 4.207 -1.379 -1.171  0.4373
H 4.791 -3.635 -0.211  0.1970
H 5.729 -2.349 0.579  0.1989
H 4.251 -2.970 1.349  0.2346

***

No. 5
The following is a quantum chemistry calculation of 2 unconnected molecules or ions with the total composition C6H12NOS in a non-equilibrium geometry, from OMol25.

Values from the calculation:
**DFT total energy**: -20774.8343 eV
**Charge**: +1
**Energy relative to the best compared isomer or geometry (same formula, charge and spin)**: 7.637 eV
**Frontier orbital gap (alpha / beta)**: 8.009 / 7.549 eV
**LUMO energy (alpha / beta)**: -4.96 / -5.01 eV
**Highest occupied orbital energy (alpha / beta)**: -12.97 / -12.56 eV

Last column: natural (NBO) charge in e.
Cartesian coordinates (Å):
C 3.980 0.271 0.800  -0.4415
C -1.086 -1.600 0.118  -0.3995
C -1.866 -0.487 -0.587  -0.4207
C 0.344 -0.978 0.175  -0.1806
C -1.182 0.824 -0.268  -0.2035
C 1.201 1.547 -0.313  -0.0767
N 0.251 0.546 0.217  -0.4055
O 6.239 -0.267 0.136  -0.8296
S 4.945 -0.116 -0.495  1.1039
H 4.360 0.145 1.738  0.1767
H -1.418 -1.849 1.036  0.2221
H -0.850 -2.545 -0.430  0.2596
H -1.767 -0.532 -1.592  0.2290
H -2.841 -0.557 -0.194  0.2466
H 0.892 -1.265 0.947  0.2191
H 0.958 -1.049 -0.787  0.2130
H -0.983 1.418 -1.058  0.2127
H -1.838 1.276 0.416  0.2355
H 1.769 1.202 -1.179  0.2016
H 1.061 2.553 -0.138  0.2089
H 0.115 0.689 1.187  0.4290